Record 1
Formula: C3H11NO4
Source: OMol25
Level of theory: ωB97M-V/def2-TZVPD

```
19
C3H11NO4 | OMol25 | ωB97M-V/def2-TZVPD
N -1.423 0.214 -0.228
C -0.561 -0.385 0.636
O -0.936 -1.281 1.365
C 0.882 0.061 0.515
C 1.800 -0.850 -0.242
O 2.251 -0.393 -1.496
H -2.431 0.083 -0.203
H -1.237 0.853 -0.997
H 0.956 1.045 0.039
H 1.308 0.325 1.492
H 2.798 -0.838 0.292
H 1.604 -1.964 -0.241
H 1.592 0.026 -2.071
O -2.064 0.633 3.142
H -1.785 -0.168 2.663
H -1.993 0.473 4.083
O 0.205 1.333 -3.247
H 0.835 1.343 -3.975
H -0.095 2.241 -3.143
```

Calculated values
**Largest force on an atom**: 3.5 eV Å⁻¹
**Charge**: 0
**DFT total energy**: -12969.412 eV


Record 2
Formula: C3H11NO4
Source: OMol25
Level of theory: ωB97M-V/def2-TZVPD

```
19
C3H11NO4 | OMol25 | ωB97M-V/def2-TZVPD
C -1.213 -0.628 2.267
N -1.384 -0.043 1.002
C -0.344 -0.044 0.036
O -0.715 0.617 -0.998
O 0.681 -0.646 0.219
C -1.476 0.438 3.355
H -0.201 -0.973 2.314
H -1.873 -1.485 2.440
H -2.238 0.438 0.720
H -0.202 0.419 -1.852
H -1.910 -0.029 4.223
H -0.543 0.853 3.737
H -2.086 1.266 3.055
H 3.605 1.062 -1.716
H 2.678 0.021 -0.952
O 2.930 0.359 -1.827
H 0.685 -1.343 -3.071
H 1.493 -0.123 -2.646
O 0.592 -0.393 -2.961
```

Calculated values
**Largest force on an atom**: 1.8 eV Å⁻¹
**Charge**: +1
**Spin multiplicity**: 2
**DFT total energy**: -12961.554 eV


Record 3
Formula: C3H11NOS
Source: OMol25
Level of theory: ωB97M-V/def2-TZVPD

```
17
C3H11NOS | OMol25 | ωB97M-V/def2-TZVPD
C 0.020 0.188 -2.156
N 0.070 0.074 -0.690
C -0.492 1.174 0.127
C 0.031 0.870 1.542
S -1.177 -0.261 2.347
H -0.431 1.155 -2.468
H -0.481 -0.645 -2.659
H 1.053 0.250 -2.533
H -0.549 -0.714 -0.534
H -0.193 2.092 -0.376
H -1.590 1.265 0.148
H 0.861 0.184 1.430
H 0.239 1.703 2.208
H -0.245 -1.028 2.878
O 1.018 -2.497 0.205
H 1.622 -1.784 -0.007
H 0.245 -2.027 0.537
```

Calculated values
**Largest force on an atom**: 1.8 eV Å⁻¹
**Charge**: 0
**DFT total energy**: -17661.293 eV


Record 4
Formula: C3H11NOS2
Source: OMol25
Level of theory: ωB97M-V/def2-TZVPD

```
18
C3H11NOS2 | OMol25 | ωB97M-V/def2-TZVPD
N -0.225 -2.243 2.705
C -0.746 -2.073 1.337
C 0.078 -1.042 0.557
C -0.483 -0.837 -0.835
S 0.240 0.600 -1.683
S 1.215 -0.182 -3.313
H -0.858 -1.822 3.369
H -0.153 -3.226 2.924
H -1.779 -1.680 1.369
H -0.808 -3.005 0.781
H 1.109 -1.361 0.530
H 0.029 -0.089 1.090
H -1.564 -0.620 -0.786
H -0.417 -1.686 -1.516
H 0.178 -0.131 -4.144
O 1.530 6.756 -0.570
H 1.756 6.568 -1.485
H 0.901 6.073 -0.329
```

Calculated values
**Largest force on an atom**: 1.1 eV Å⁻¹
**Charge**: 0
**DFT total energy**: -28497.344 eV